No. 1
{"formula": "C10H14N2OS", "method": "wB97M-V/def2-TZVPD", "symbols": ["C", "C", "C", "C", "C", "C", "C", "C", "C", "C", "N", "N", "O", "S", "H", "H", "H", "H", "H", "H", "H", "H", "H", "H", "H", "H", "H", "H"], "positions_angstrom": [[-3.71029, 1.66810, -0.02384], [-3.47833, 1.16790, -1.35604], [-3.06251, 1.15549, 1.12786], [-2.62940, 0.11756, -1.45017], [-2.09219, 0.21306, 0.88971], [-1.86909, -0.33478, -0.34265], [-0.48443, -2.35174, -1.91648], [1.17029, 0.45238, 0.39947], [3.54473, 0.58455, -0.22173], [2.59216, 0.89298, 0.95115], [-1.42006, -2.83504, 0.42392], [0.91171, -0.84077, 0.60452], [0.54223, 1.20719, -0.29547], [-0.79822, -1.73670, -0.45826], [-4.51759, 2.36963, -0.10282], [-3.81361, 1.76542, -2.19244], [-3.07665, 1.66053, 2.13123], [-2.49621, -0.35635, -2.38919], [-1.38147, -0.00377, 1.64140], [-0.10741, -3.32786, -1.79387], [-0.06638, -1.67257, -2.65285], [3.49531, -0.42381, -0.22680], [3.38647, 0.94339, -1.22289], [4.57926, 0.85438, -0.08928], [2.60488, 1.98218, 1.10142], [2.79516, 0.33118, 1.88432], [-2.29725, -2.56626, 0.78269], [1.47717, -1.43767, 1.23670]], "forces_ev_per_angstrom": [[-0.3, -0.9, -1.3], [0.3, 1.2, 3.1], [-0.5, 1.9, -0.9], [1.6, -1.3, 0.0], [0.8, -0.1, 0.3], [-1.3, 0.7, -1.8], [0.2, 2.3, -0.4], [2.9, -0.1, 1.0], [0.6, 1.6, 1.0], [-1.1, 0.9, -0.9], [2.3, -0.3, -0.3], [-1.9, -1.7, -0.3], [-1.2, 0.8, -0.8], [-0.8, -0.7, 1.7], [0.0, 0.8, 1.2], [-0.5, -0.6, -0.1], [-0.5, -0.7, -1.2], [0.4, -0.4, -0.8], [0.4, -0.5, 1.0], [0.1, -1.2, -0.1], [0.2, -0.1, 0.1], [0.4, -3.6, -0.7], [-1.2, 0.5, -0.2], [0.5, 0.2, 0.8], [-0.4, -0.4, 0.4], [0.4, 0.4, -0.6], [-1.0, 0.6, 0.7], [-0.6, 0.8, -0.7]], "multiplicity": 1, "gap_ev": [8.3, 8.3], "energy_ev": -26454.189, "e_above_lowest_kcal_mol": 145.39}

---

No. 2
{"formula": "C2H2Br4O", "method": "wB97M-V/def2-TZVPD", "symbols": ["C", "C", "O", "Br", "Br", "Br", "Br", "H", "H"], "positions_angstrom": [[-0.58314, 1.30647, -1.11598], [0.27316, -0.85264, 0.74850], [0.98746, -0.31101, 1.69592], [-0.25519, 0.39138, -2.63088], [-2.21844, 1.40868, -0.21856], [1.05692, -2.15330, -0.44798], [-1.45226, -1.43080, 1.44845], [0.28443, 1.98591, -0.87842], [1.90706, -0.34470, 1.39895]], "forces_ev_per_angstrom": [[1.4, 1.1, 1.6], [-2.3, -0.7, -1.0], [1.2, 0.1, 0.5], [-0.3, -0.7, -1.2], [0.5, 0.4, -0.7], [0.2, 0.3, 0.5], [0.7, 0.0, -0.2], [-1.6, -0.6, 0.2], [0.3, 0.2, 0.2]], "multiplicity": 1, "gap_ev": [7.9, 7.6], "energy_ev": -284319.878, "e_above_lowest_kcal_mol": 69.79}

---

No. 3
{"formula": "C4H11NO2", "method": "wB97M-V/def2-TZVPD", "symbols": ["C", "N", "C", "H", "H", "H", "H", "H", "H", "H", "H", "O", "C", "O", "C", "H", "H", "H"], "positions_angstrom": [[0.65367, 2.75823, 0.27383], [0.67450, 1.25565, 0.39426], [1.95777, 0.69580, 0.95018], [-0.31724, 3.03968, -0.15207], [0.79099, 3.12637, 1.29956], [1.50527, 3.11684, -0.30906], [0.48403, 0.77441, -0.53353], [-0.13863, 0.79431, 0.92330], [2.72078, 1.14275, 0.32207], [1.98343, -0.38391, 0.80803], [2.10222, 0.94778, 2.01151], [-0.14623, -0.67146, -1.31671], [-0.88890, -1.21980, -0.41124], [-1.06549, -0.69657, 0.77459], [-1.55362, -2.53899, -0.80410], [-2.06912, -3.05282, 0.01977], [-2.27270, -2.30312, -1.60002], [-0.83021, -3.21912, -1.26444]], "forces_ev_per_angstrom": [[-0.1, -1.1, 1.0], [0.1, -0.2, 0.2], [-0.4, 0.5, -0.5], [0.4, 0.1, 0.2], [-0.3, 0.2, -0.4], [-0.3, -0.2, -0.2], [0.0, -0.3, 0.2], [0.3, 0.2, -0.5], [0.5, -0.1, 0.2], [-0.3, 0.1, 0.0], [-0.2, 0.0, -0.5], [-1.0, -0.6, 1.4], [1.1, 1.7, 0.9], [0.1, -1.2, -2.2], [-0.2, 0.1, 0.1], [0.2, 0.4, -0.2], [0.0, -0.1, 0.2], [0.0, 0.2, 0.2]], "multiplicity": 1, "gap_ev": 9.4, "energy_ev": -9911.360, "e_above_lowest_kcal_mol": 20.33}

---

No. 4
{"formula": "C4H3P", "method": "wB97M-V/def2-TZVPD", "symbols": ["C", "C", "C", "C", "P", "H", "H", "H"], "positions_angstrom": [[1.93493, -1.58500, 0.51365], [-2.71857, 0.60689, 0.18297], [1.54005, -0.46848, 0.31457], [-1.57114, 0.86725, 0.21987], [1.51854, 1.22154, -0.20082], [1.90112, -2.55076, 0.44340], [-3.67564, 0.84727, 0.00538], [1.07070, 1.06131, -1.47902]], "forces_ev_per_angstrom": [[-0.7, 4.1, 0.0], [-0.8, -0.4, 0.0], [0.6, 1.8, -0.9], [6.2, 0.9, -0.1], [-2.3, -0.6, 2.3], [0.4, -5.2, 0.1], [-3.1, 0.0, -0.3], [-0.3, -0.5, -1.1]], "multiplicity": 1, "gap_ev": [6.4, 6.4], "energy_ev": -13475.985, "e_above_lowest_kcal_mol": 106.77}

---

No. 5
{"formula": "C10H11NO", "method": "wB97M-V/def2-TZVPD", "symbols": ["C", "C", "C", "C", "C", "C", "C", "C", "C", "C", "N", "O", "H", "H", "H", "H", "H", "H", "H", "H", "H", "H", "H"], "positions_angstrom": [[2.57159, 1.45857, 0.35459], [3.42388, 0.33554, 0.19092], [1.20219, 1.34470, 0.49928], [2.91001, -0.81631, -0.12209], [0.59183, 0.15719, 0.25087], [-0.66417, -0.38170, 0.07900], [1.53144, -0.95961, -0.16142], [-0.49209, -1.78335, -0.28668], [-2.69228, 0.84625, -0.85689], [-2.04541, 0.23504, 0.35986], [0.89509, -2.05249, -0.40474], [-2.94166, -0.69223, 1.00813], [3.09340, 2.41635, 0.66641], [4.52971, 0.57061, 0.35025], [0.57644, 2.17712, 0.81382], [3.56408, -1.77804, -0.10670], [-0.77365, -2.51082, 0.44693], [-1.00884, -1.84464, -1.18809], [-2.84306, -0.12054, -1.48564], [-2.00410, 1.50864, -1.54663], [-3.70222, 1.34056, -0.72523], [-1.88831, 1.04355, 1.07817], [-3.83387, -0.49439, 0.78587]], "forces_ev_per_angstrom": [[-1.0, 2.3, 1.9], [2.8, 2.8, 0.2], [1.8, 3.4, 0.5], [2.8, -4.4, 0.3], [-0.6, -4.0, -2.1], [-0.5, 1.4, 2.0], [-3.2, -0.1, 0.5], [1.2, 0.4, 1.2], [0.1, -1.1, -3.3], [0.5, 1.2, 1.1], [1.0, -0.5, -1.1], [1.9, -0.5, -0.2], [-1.0, -1.1, -0.7], [-1.6, -0.8, -0.4], [0.4, 0.2, -0.1], [-1.3, 1.8, -0.4], [-1.2, -0.3, 0.4], [-1.0, -1.1, -1.9], [-0.3, 1.7, 0.4], [-1.2, -1.1, 1.8], [1.3, -0.5, 0.2], [0.2, 0.0, 0.2], [-1.0, 0.4, -0.4]], "multiplicity": 1, "gap_ev": 7.6, "energy_ev": -14083.330, "smiles": "C[C@@H](O)C1=c2ccccc2=NC1", "e_above_lowest_kcal_mol": 75.14}

---

No. 6
{"formula": "CH5PS", "method": "wB97M-V/def2-TZVPD", "symbols": ["C", "P", "S", "H", "H", "H", "H", "H"], "positions_angstrom": [[0.31196, -0.32506, -0.62334], [-0.83826, -1.40509, 0.33919], [-2.06289, 0.20625, 1.30812], [1.34118, -0.71184, -0.49407], [0.28952, 0.69911, -0.25088], [0.00581, -0.28436, -1.66124], [-2.63265, -1.50722, -0.71620], [-3.22426, -0.42954, 1.10869]], "forces_ev_per_angstrom": [[0.1, 0.0, 0.3], [-3.7, 0.7, -1.0], [0.7, -0.5, 0.0], [-0.6, 0.0, -0.3], [-0.1, 0.0, 0.1], [0.2, -0.1, -0.3], [3.2, -0.2, 1.0], [0.1, 0.1, 0.1]], "multiplicity": 1, "gap_ev": 8.0, "energy_ev": -21239.671, "e_above_lowest_kcal_mol": 49.58}

---

No. 7
{"formula": "C3H5NS", "method": "wB97M-V/def2-TZVPD", "symbols": ["C", "C", "C", "N", "S", "H", "H", "H", "H", "H"], "positions_angstrom": [[-0.40305, 0.54510, 0.63357], [0.40214, 1.59030, 0.48329], [0.26746, -0.58939, 0.01540], [-0.60743, -1.39073, -0.80197], [1.77095, 0.89072, -0.29531], [-1.42241, 0.58534, 1.19947], [0.40908, 2.59139, 0.81412], [1.13825, -1.06122, 0.40196], [-1.31097, -0.85160, -1.21989], [-0.24402, -2.30991, -1.23063]], "forces_ev_per_angstrom": [[-2.9, 0.9, 1.9], [0.9, -0.9, 0.0], [-1.4, -1.2, -1.5], [3.9, -1.2, 1.2], [0.4, 0.4, -1.8], [1.8, -0.5, -1.3], [-0.4, 0.8, 0.6], [-0.3, -1.2, 1.3], [-0.9, 0.2, -1.1], [-1.0, 2.5, 0.8]], "multiplicity": 1, "gap_ev": 8.6, "energy_ev": -15514.856, "e_above_lowest_kcal_mol": 46.49}

---

No. 8
{"formula": "C47H70BrN2O2PtSSi3Te", "method": "wB97M-V/def2-TZVPD", "symbols": ["Pt", "S", "C", "C", "C", "C", "C", "C", "N", "C", "C", "C", "C", "C", "C", "C", "H", "H", "H", "H", "H", "H", "H", "H", "C", "Si", "C", "C", "C", "Te", "C", "Si", "C", "C", "C", "H", "H", "H", "H", "H", "H", "H", "H", "H", "H", "H", "H", "H", "H", "H", "H", "H", "H", "H", "H", "H", "H", "C", "C", "C", "C", "Si", "Br", "C", "C", "C", "C", "C", "C", "C", "C", "H", "H", "H", "H", "H", "H", "H", "H", "H", "H", "H", "H", "H", "H", "H", "H", "H", "H", "H", "H", "H", "H", "H", "H", "H", "H", "H", "C", "O", "C", "C", "C", "C", "C", "C", "N", "C", "C", "C", "C", "C", "C", "C", "O", "H", "H", "H", "H", "H", "H", "H", "H", "H", "H", "H", "H", "H"], "positions_angstrom": [[-0.24870, -0.48399, -1.05284], [-3.78043, -3.18488, -1.47735], [-4.37772, -1.54473, -1.55573], [-5.68802, -1.11261, -1.64594], [-5.92592, 0.24965, -1.68745], [-4.87547, 1.16251, -1.63660], [-3.56702, 0.73879, -1.54692], [-3.30396, -0.63181, -1.50134], [-2.08788, -1.23177, -1.40238], [-2.16913, -2.56198, -1.35935], [-0.94701, -3.28119, -1.24118], [-0.79251, -4.66898, -1.16268], [0.47661, -5.20387, -1.07291], [1.59005, -4.37642, -1.08849], [1.44539, -2.99160, -1.15689], [0.18899, -2.44746, -1.19949], [-6.49526, -1.82567, -1.67529], [-6.93978, 0.60940, -1.75993], [-5.09331, 2.22035, -1.66551], [-2.75275, 1.45016, -1.50017], [-1.66730, -5.30168, -1.17093], [0.60779, -6.27273, -0.99760], [2.57761, -4.80651, -1.04331], [2.31001, -2.34883, -1.15644], [-1.28021, -0.35905, -7.83666], [-1.82892, 0.20358, -6.09876], [-2.11776, 2.08645, -6.05641], [-3.42215, -0.67947, -5.53908], [-0.36522, -0.29090, -4.93904], [0.09219, 1.11432, -3.37684], [2.21461, 0.86667, -3.49909], [2.94020, 2.55060, -4.05584], [2.27047, 3.90805, -2.89961], [2.32315, 2.83766, -5.83982], [4.84103, 2.45369, -3.95448], [-2.06853, -0.20048, -8.56378], [-1.03551, -1.41671, -7.85254], [-0.40723, 0.18548, -8.18357], [-2.97213, 2.35060, -6.67156], [-1.26743, 2.64243, -6.43905], [-2.32072, 2.43773, -5.04718], [-4.25686, -0.35634, -6.15331], [-3.67674, -0.46319, -4.50500], [-3.34504, -1.75718, -5.64706], [0.54498, -0.39291, -5.52522], [-0.55977, -1.24548, -4.45523], [2.42102, 0.07016, -4.20711], [2.57517, 0.56565, -2.52107], [1.19341, 3.82784, -2.75057], [2.47169, 4.89542, -3.30178], [2.73398, 3.85679, -1.91863], [1.23589, 2.84589, -5.87214], [2.67087, 2.06537, -6.51924], [2.67378, 3.78899, -6.22714], [5.17394, 1.78420, -3.16690], [5.26109, 3.43562, -3.76167], [5.26162, 2.09840, -4.88993], [-3.04888, -2.49155, 4.46633], [-1.66950, -1.99938, 4.91533], [-1.56801, -2.14521, 6.43633], [-0.64182, -2.93557, 4.26808], [-1.40184, -0.14278, 4.38333], [-1.19629, -0.37281, 2.11266], [0.26881, 0.67131, 4.96288], [1.40989, -0.34897, 4.97573], [0.71257, 1.80706, 4.03294], [0.10920, 1.21865, 6.38520], [-2.95652, 1.02205, 4.56365], [-3.52918, 0.91703, 5.98012], [-2.60258, 2.48769, 4.28772], [-4.07029, 0.66435, 3.57434], [-3.15628, -3.54885, 4.70410], [-3.17628, -2.38258, 3.39029], [-3.84882, -1.96108, 4.97437], [-1.77790, -3.17354, 6.72911], [-2.27997, -1.50381, 6.94990], [-0.56858, -1.90238, 6.79012], [-0.86575, -3.96490, 4.54284], [0.36741, -2.72429, 4.60166], [-0.66598, -2.87728, 3.18200], [1.53161, -0.80630, 3.99700], [1.24636, -1.12655, 5.71672], [2.34600, 0.14897, 5.22678], [0.90326, 1.45131, 3.02197], [1.63847, 2.24326, 4.40705], [-0.02057, 2.60297, 3.97482], [-0.22920, 0.44185, 7.06823], [-0.59876, 2.04268, 6.42321], [1.06475, 1.59181, 6.75395], [-2.78020, 1.13633, 6.73670], [-3.93153, -0.07587, 6.16758], [-4.34544, 1.62846, 6.10222], [-1.87939, 2.87485, 4.99908], [-3.49918, 3.10091, 4.37234], [-2.21194, 2.61366, 3.27884], [-4.42120, -0.35329, 3.69973], [-3.74774, 0.79091, 2.54347], [-4.91682, 1.32891, 3.73973], [5.49847, -2.31429, -2.55916], [5.15644, -1.24336, -1.70811], [4.60074, -1.54260, -0.49060], [4.51608, -2.81274, 0.05234], [3.85376, -3.00744, 1.25662], [3.27859, -1.93942, 1.91855], [3.40169, -0.65766, 1.41622], [4.07706, -0.44038, 0.22043], [4.37600, 0.82425, -0.25880], [3.81381, 2.01665, 0.03902], [2.46697, 2.30907, 0.29391], [2.14597, 3.59100, 0.81057], [0.85428, 4.03100, 0.95264], [-0.19970, 3.20884, 0.55590], [0.07222, 1.96155, 0.03066], [1.37615, 1.45154, -0.07931], [1.57103, 0.26296, -0.58336], [6.38801, -2.84437, -2.20875], [5.71077, -1.86412, -3.52779], [4.66979, -3.02183, -2.65606], [4.96294, -3.65261, -0.45649], [3.79685, -3.99884, 1.67639], [2.76847, -2.10823, 2.85222], [3.01668, 0.18925, 1.96071], [5.23331, 0.85844, -0.79401], [4.49793, 2.85582, 0.00997], [2.96838, 4.22864, 1.10414], [0.65526, 5.00979, 1.36645], [-1.22324, 3.54319, 0.65128], [-0.75573, 1.29379, -0.25207]], "forces_ev_per_angstrom": [[-0.2, -1.3, -1.6], [0.4, 0.5, 0.0], [0.5, 0.1, 0.0], [-0.1, 0.1, 0.0], [-0.1, -0.2, 0.0], [0.1, 0.1, 0.0], [0.2, -0.1, 0.1], [-1.3, 0.3, -0.1], [0.8, -1.5, 0.4], [-0.8, 0.8, -0.2], [1.0, -0.6, 0.0], [-0.3, 0.4, -0.1], [0.0, -0.3, 0.0], [-0.1, 0.4, -0.2], [0.3, -0.5, -0.1], [-1.0, 0.9, 0.9], [-0.2, 0.0, 0.0], [-0.1, 0.0, 0.0], [0.0, 0.1, 0.0], [0.0, 0.0, 0.0], [-0.1, -0.2, 0.0], [0.0, -0.1, 0.0], [0.2, -0.1, 0.0], [0.1, 0.1, 0.1], [-0.4, 0.2, 0.6], [0.2, 0.0, 0.0], [0.1, -0.7, 0.0], [0.6, 0.3, -0.3], [-0.7, 0.3, 0.0], [-0.2, 0.2, -1.0], [0.2, 0.9, 0.0], [-0.3, -0.3, -0.2], [0.2, -0.5, -0.3], [0.3, 0.0, 0.7], [-0.7, 0.2, -0.1], [-0.2, 0.1, -0.2], [0.0, -0.2, 0.1], [0.2, 0.2, 0.1], [-0.2, 0.0, -0.1], [0.2, 0.0, 0.0], [0.0, 0.0, 0.1], [-0.2, 0.1, -0.1], [0.0, 0.1, 0.2], [0.1, -0.2, 0.0], [0.1, 0.1, 0.0], [0.0, -0.2, 0.0], [-0.1, -0.1, -0.1], [0.0, -0.1, 0.1], [0.0, 0.0, -0.1], [0.1, 0.2, -0.1], [0.1, 0.0, 0.1], [-0.1, 0.0, 0.1], [0.1, -0.2, -0.1], [0.1, 0.2, -0.1], [0.0, -0.2, 0.2], [0.1, 0.2, 0.0], [0.1, -0.1, -0.2], [0.0, 0.3, 0.0], [0.0, 0.2, 0.0], [0.0, 0.2, -0.1], [0.1, 0.2, -0.1], [-0.2, -0.1, -0.4], [0.1, 0.0, 0.2], [-0.1, -0.1, -0.1], [-0.2, -0.1, 0.0], [-0.2, 0.0, 0.0], [-0.2, 0.0, -0.1], [0.2, -0.1, 0.0], [0.1, -0.1, 0.0], [0.2, -0.2, 0.1], [0.1, -0.2, 0.0], [0.0, -0.2, 0.1], [-0.1, 0.0, -0.1], [-0.2, 0.0, 0.0], [0.0, -0.1, 0.0], [-0.1, 0.1, 0.1], [0.1, 0.0, 0.1], [-0.1, -0.2, 0.1], [0.2, 0.0, 0.0], [0.0, 0.0, -0.1], [0.0, -0.1, -0.1], [0.0, -0.1, 0.0], [0.1, 0.1, 0.1], [0.0, -0.1, -0.1], [0.2, 0.0, 0.1], [-0.1, 0.1, -0.1], [0.0, 0.0, 0.2], [-0.1, 0.1, 0.1], [0.1, 0.0, 0.0], [0.1, 0.0, 0.2], [0.0, -0.1, 0.1], [-0.1, 0.1, 0.0], [0.1, 0.1, 0.0], [-0.2, 0.0, 0.0], [0.1, 0.0, -0.1], [-0.1, -0.1, -0.1], [0.0, 0.0, -0.1], [-0.1, 0.1, 0.1], [0.2, -0.3, -0.3], [-0.3, 0.4, 0.8], [0.0, 0.4, -0.2], [0.1, 0.0, 0.0], [0.1, 0.1, -0.1], [0.0, -0.1, 0.1], [0.3, 0.1, -0.3], [-0.2, -1.6, 0.3], [-0.4, 2.2, 0.0], [0.3, -1.4, -0.5], [-0.3, -0.3, 0.3], [-0.2, 0.3, 0.1], [0.8, 0.3, 0.2], [0.0, -1.0, -0.5], [-0.7, 0.6, 0.4], [0.9, -0.8, -0.4], [0.2, 0.9, 0.9], [0.0, 0.0, 0.0], [0.0, -0.1, 0.1], [0.0, 0.1, 0.0], [0.0, 0.0, -0.1], [0.0, -0.1, 0.0], [-0.1, 0.0, 0.1], [-0.1, 0.1, 0.1], [0.2, 0.1, 0.1], [0.1, 0.0, -0.2], [0.0, 0.1, 0.0], [0.0, 0.0, 0.0], [-0.1, 0.0, 0.0], [-0.2, 0.6, 0.4]], "multiplicity": 1, "gap_ev": 5.0, "total_charge": 1, "energy_ev": -171999.471, "e_above_lowest_kcal_mol": 26.46}